Entry from OMol25: a structure of composition C4H7N5OS (ωB97M-V with the def2-TZVPD basis set).

```
! RIJCOSX wB97M-V def2-TZVPD def2/J DEFGRID3
* xyz 0 1
C 2.222 -0.393 0.109
C 1.058 -1.221 0.613
C -0.335 -0.776 0.242
C -2.412 0.149 -0.220
H 3.449 1.505 -1.664
H 3.584 1.436 -0.015
H 0.782 1.126 0.045
H 1.437 -2.223 0.355
H 1.063 -1.179 1.496
H -3.371 1.831 0.216
H -4.245 0.707 -0.993
N 2.895 1.826 -0.524
N 1.905 0.902 -0.175
N -0.856 -1.234 -0.927
N -2.075 -0.718 -1.133
N -3.633 0.793 -0.226
O 3.354 -0.855 -0.028
S -1.273 0.381 1.076
*
```

Results
molar mass = 173.201 Da
maximum force = 13.2 eV/Å
gap between HOMO and LUMO = 9.03 eV

Atomic partial charges in e from the Mulliken method, atoms 1 to 4: 0.63 -0.89 0.29 0.55